Record 1
{
  "formula": "C17H18N6O2OsS4",
  "method": "ωB97M-V/def2-TZVPD",
  "symbols": ["Os", "S", "S", "S", "S", "O", "O", "N", "N", "N", "N", "N", "N", "C", "C", "C", "C", "C", "C", "C", "C", "C", "C", "C", "C", "C", "C", "C", "C", "C", "H", "H", "H", "H", "H", "H", "H", "H", "H", "H", "H", "H", "H", "H", "H", "H", "H", "H"],
  "positions_angstrom": [[0.816, 0.523, 0.654], [-1.247, 1.853, 0.309], [-0.539, -2.574, 3.321], [3.632, 1.845, 0.131], [0.862, 0.225, 2.978], [2.231, -4.169, -3.503], [4.101, 0.557, -0.330], [-0.172, -1.234, 1.169], [-2.117, 4.092, 1.503], [0.054, 3.839, 1.673], [1.140, -0.243, -1.298], [2.166, 1.903, 0.541], [3.812, -3.527, -1.995], [2.020, -2.006, -2.633], [-2.032, -4.829, 0.304], [-1.761, -3.969, -0.766], [0.576, 0.307, -2.390], [2.715, -3.342, -2.768], [0.695, -0.275, -3.635], [1.869, -1.371, -1.422], [-1.146, -2.749, -0.566], [-0.164, 5.188, 2.217], [-3.527, 3.806, 1.299], [-1.070, -3.265, 1.803], [0.016, -1.214, 2.480], [-0.793, -2.406, 0.736], [1.402, -1.460, -3.755], [-1.082, 3.330, 1.205], [-1.693, 5.224, 2.345], [-1.698, -4.489, 1.600], [-2.043, -4.265, -1.767], [-2.516, -5.776, 0.113], [0.339, 5.310, 3.172], [-4.002, 3.579, 2.254], [0.207, 5.937, 1.518], [-1.918, -5.152, 2.425], [-4.007, 4.679, 0.860], [0.224, 0.190, -4.489], [0.015, 1.219, -2.237], [-0.958, -2.077, -1.393], [-2.032, 5.053, 3.369], [1.483, -1.981, -4.701], [4.311, -4.396, -2.122], [-3.643, 2.962, 0.627], [0.951, 3.509, 1.343], [4.339, -2.745, -1.644], [2.311, -1.769, -0.517], [-2.130, 6.151, 1.981]],
  "multiplicity": 5,
  "s2": 6.04,
  "charge": 2,
  "de_lowest_kcal_mol": 0.00,
  "e_homo_ha": [-0.5286, -0.5365]
}

---

Record 2
{
  "formula": "C29H23N5O3V",
  "method": "ωB97M-V/def2-TZVPD",
  "symbols": ["V", "O", "O", "O", "N", "N", "N", "N", "N", "C", "C", "C", "C", "C", "C", "C", "C", "C", "C", "C", "C", "C", "C", "C", "C", "C", "C", "C", "C", "C", "C", "C", "C", "C", "C", "C", "C", "C", "H", "H", "H", "H", "H", "H", "H", "H", "H", "H", "H", "H", "H", "H", "H", "H", "H", "H", "H", "H", "H", "H", "H"],
  "positions_angstrom": [[1.660, -0.743, 0.273], [-0.201, 1.121, -2.520], [-0.379, -1.647, 1.018], [3.019, -0.731, -1.007], [3.020, 1.545, -0.840], [2.327, 1.171, 0.255], [-2.021, 0.053, -1.557], [1.496, -0.040, 2.304], [-0.015, -0.309, -0.695], [-4.252, -4.503, -1.161], [2.068, 1.989, 1.213], [-0.862, -0.969, 0.083], [5.998, 0.633, -4.792], [-4.877, 1.585, 1.192], [-2.828, -0.071, 2.045], [2.351, 3.446, 1.111], [-3.086, 0.054, 0.684], [-3.189, -2.983, 0.368], [5.544, -0.596, -4.332], [-3.407, -2.393, -1.951], [4.285, 0.517, -2.616], [3.390, 0.461, -1.467], [-4.615, 1.461, 2.549], [1.134, -0.774, 3.355], [1.548, 1.306, 2.407], [-0.701, 0.389, -1.711], [0.828, -0.207, 4.579], [0.879, 1.170, 4.699], [-3.589, 0.630, 2.970], [-2.299, -0.742, -0.365], [-4.047, -3.603, -2.192], [-4.119, 0.886, 0.267], [4.740, 1.753, -3.082], [4.687, -0.658, -3.248], [5.595, 1.808, -4.167], [-2.982, -2.077, -0.669], [1.246, 1.937, 3.601], [-3.816, -4.192, 0.121], [4.414, 2.657, -2.589], [-4.749, -5.444, -1.352], [1.073, -1.843, 3.202], [2.210, 3.966, 2.052], [4.328, -1.612, -2.888], [6.667, 0.677, -5.641], [-4.380, -3.837, -3.194], [-3.381, 0.519, 4.027], [5.948, 2.763, -4.529], [3.372, 3.596, 0.760], [1.288, 3.013, 3.679], [1.695, 3.881, 0.354], [-3.231, -1.708, -2.769], [0.552, -0.841, 5.408], [-2.860, -2.747, 1.371], [0.642, 1.650, 5.639], [-2.033, -0.718, 2.392], [-4.358, 0.989, -0.784], [-5.680, 2.224, 0.849], [-2.726, 0.532, -2.089], [5.857, -1.507, -4.823], [-5.211, 2.003, 3.270], [-3.970, -4.890, 0.933]],
  "multiplicity": 3,
  "s2": 2.02,
  "charge": 1,
  "e_homo_ha": [-0.4193, -0.4193]
}

---

Record 3
{
  "formula": "Br2H2NOP",
  "method": "ωB97M-V/def2-TZVPD",
  "symbols": ["Br", "Br", "P", "O", "N", "H", "H"],
  "positions_angstrom": [[3.092, -0.516, 2.188], [-2.631, -0.016, -2.251], [-1.261, 1.306, -1.011], [-0.589, 2.365, -1.689], [-0.226, 0.213, -0.287], [0.287, 0.543, 0.519], [-0.589, -0.728, -0.236]],
  "multiplicity": 1,
  "charge": 0,
  "de_lowest_kcal_mol": 76.10,
  "e_homo_ha": [-0.4031, -0.3214]
}

---

Record 4
{
  "formula": "C10H23N2O2",
  "method": "ωB97M-V/def2-TZVPD",
  "symbols": ["O", "O", "N", "N", "C", "C", "C", "C", "C", "C", "C", "C", "C", "C", "H", "H", "H", "H", "H", "H", "H", "H", "H", "H", "H", "H", "H", "H", "H", "H", "H", "H", "H", "H", "H", "H", "H"],
  "positions_angstrom": [[-0.508, -1.659, -1.670], [-1.197, -3.185, 0.578], [-1.530, -2.103, 2.520], [0.526, 0.721, -1.863], [1.225, 1.569, -0.812], [2.386, 0.739, -0.237], [1.620, 2.916, -1.397], [-0.137, -0.861, -0.881], [-0.913, -3.065, 3.285], [-1.663, -2.199, 1.241], [0.192, 1.794, 0.354], [-2.156, -1.041, 3.348], [-0.819, 1.274, -2.352], [1.233, 0.309, -3.112], [3.398, 0.796, -0.771], [0.688, -0.450, -3.748], [-0.799, 1.263, -3.445], [-0.457, -3.874, 2.654], [-1.082, -3.077, -0.384], [2.214, -0.295, -2.906], [1.055, 3.158, -2.253], [-2.863, -1.340, 4.049], [-2.333, -1.443, 0.787], [1.603, 1.240, -3.599], [2.684, 2.873, -1.673], [-1.758, -3.414, 3.977], [-1.438, -0.480, 3.871], [0.832, 2.296, 1.125], [-0.935, 2.347, -2.047], [2.023, -0.309, -0.202], [-0.207, -2.516, 3.864], [-1.630, 0.517, -2.053], [1.500, 3.598, -0.540], [-2.560, -0.467, 2.590], [-0.583, 2.604, 0.134], [2.645, 0.812, 0.797], [-0.257, 0.952, 0.769]],
  "multiplicity": 1,
  "charge": 1,
  "de_lowest_kcal_mol": 65.01,
  "e_homo_ha": -0.4211
}

---

Record 5
{
  "formula": "C10H10S2Si",
  "method": "ωB97M-V/def2-TZVPD",
  "symbols": ["S", "S", "Si", "C", "C", "C", "C", "C", "C", "C", "C", "C", "C", "H", "H", "H", "H", "H", "H", "H", "H", "H", "H"],
  "positions_angstrom": [[2.437, 0.520, -0.193], [-3.027, -0.603, 0.369], [-0.603, 1.356, 0.277], [0.797, -0.045, 0.018], [-0.448, -2.139, -0.318], [-1.428, -2.974, -0.486], [1.973, -1.902, -0.908], [-0.665, 2.479, -1.373], [-1.673, -1.899, 0.540], [0.725, -1.336, -0.397], [0.119, 2.034, 1.959], [-2.488, 0.960, 0.437], [2.974, -1.010, -0.798], [3.930, -1.321, -1.034], [1.140, 1.763, 2.138], [-1.456, 3.210, -1.168], [0.184, 3.001, -1.443], [2.111, -2.938, -1.312], [-1.740, -1.884, 1.649], [-1.784, -3.960, -0.591], [-0.441, 1.692, 2.738], [0.115, 3.208, 2.048], [-0.754, 1.789, -2.150]],
  "multiplicity": 1,
  "charge": 0,
  "de_lowest_kcal_mol": 119.37,
  "e_homo_ha": -0.2890
}

---

Record 6
{
  "formula": "C25H31BMnN8O5S",
  "method": "ωB97M-V/def2-TZVPD",
  "symbols": ["Mn", "S", "O", "O", "O", "O", "O", "N", "N", "N", "N", "N", "N", "N", "N", "C", "C", "C", "C", "C", "C", "C", "C", "C", "C", "C", "C", "C", "C", "C", "C", "C", "C", "C", "C", "C", "C", "C", "C", "C", "B", "H", "H", "H", "H", "H", "H", "H", "H", "H", "H", "H", "H", "H", "H", "H", "H", "H", "H", "H", "H", "H", "H", "H", "H", "H", "H", "H", "H", "H", "H", "H"],
  "positions_angstrom": [[-0.017, 0.022, -0.190], [0.337, -1.896, -2.732], [1.783, 3.822, -0.599], [1.290, -0.721, 0.968], [3.421, -1.416, 0.906], [-1.074, -2.038, -2.565], [1.201, -3.041, -2.746], [-2.715, 0.666, -1.103], [-1.174, -1.587, 0.231], [1.028, 1.591, -0.335], [0.902, -0.879, -1.497], [-2.355, 0.789, 1.360], [-2.519, -1.414, 0.263], [-0.996, 0.838, 1.364], [-1.406, 0.841, -1.404], [-2.642, 1.857, -2.947], [-0.083, 2.105, -3.120], [-2.835, 1.396, 2.455], [0.806, 1.763, 2.818], [-4.610, -2.716, 0.606], [0.623, -0.973, -4.198], [-3.484, 1.264, -2.022], [-4.293, 1.503, 2.748], [-2.146, -3.543, 0.640], [-0.246, 0.160, -6.110], [-4.974, 1.249, -1.967], [1.924, -0.732, -4.625], [0.420, -3.507, 0.557], [2.300, -0.947, -1.168], [1.045, 0.436, -6.549], [1.277, 1.182, -7.833], [-0.616, 1.487, 2.468], [1.396, 2.711, -0.470], [-3.129, -2.581, 0.507], [-0.930, -2.881, 0.468], [-1.755, 1.856, 3.187], [-0.467, -0.534, -4.932], [2.125, -0.016, -5.790], [-1.343, 1.585, -2.513], [2.402, -1.056, 0.379], [-3.080, 0.011, 0.240], [-4.438, 2.058, 3.672], [-5.343, 1.762, -1.079], [-4.261, 0.016, 0.408], [0.759, 1.436, -2.966], [1.022, -3.333, -0.334], [-5.101, -2.366, -0.302], [0.969, -3.131, 1.419], [-2.928, 2.431, -3.812], [-0.226, 2.251, -4.189], [3.135, 0.188, -6.124], [1.437, 0.907, 2.595], [2.177, 1.793, -7.777], [2.763, 0.022, -1.396], [0.434, 1.829, -8.073], [0.173, 3.070, -2.681], [-1.785, 2.391, 4.121], [0.878, 2.002, 3.878], [-4.870, -3.762, 0.754], [-5.008, -2.142, 1.443], [-1.092, 0.504, -6.692], [-1.467, -0.735, -4.574], [0.300, -4.584, 0.660], [-2.284, -4.593, 0.835], [2.766, -1.106, -4.057], [-5.358, 0.229, -1.945], [1.182, 2.616, 2.251], [-5.376, 1.751, -2.845], [-4.748, 0.519, 2.863], [2.831, -1.763, -1.650], [1.404, 0.482, -8.662], [-4.822, 2.022, 1.948]],
  "multiplicity": 2,
  "s2": 0.87,
  "charge": 0,
  "de_lowest_kcal_mol": 0.10,
  "e_homo_ha": [-0.3327, -0.3318]
}

---

no.,energy (Eh)
1,-2820.5364
2,-2562.3173
3,-5620.5564
4,-654.4585
5,-1472.7164
6,-3359.6879